1.
The following is a quantum chemistry calculation of a structure of composition C16H10F3N2O4S in a non-equilibrium geometry, from OMol25.

```
36
Properties=species:S:1:pos:R:3:mulliken_charge:R:1
C -0.36676 0.96076 1.26851 -0.693
N -1.64260 1.83851 1.48500 1.081
O -1.59565 2.97502 0.97869 -0.561
O -2.50604 1.45249 2.28972 -0.677
C 0.60294 1.54037 2.29650 0.325
C 0.51374 0.94044 3.55811 -0.366
C 1.27648 1.43167 4.61807 -0.500
C 2.07997 2.54271 4.49259 -0.420
C 2.18632 3.11824 3.22298 -0.584
C 1.44647 2.62168 2.12539 -0.345
H 0.31932 1.57508 0.25789 -0.669
H -0.10376 0.05982 3.65917 0.382
H 1.18523 0.91879 5.57985 0.329
H 2.65018 2.92235 5.34619 0.361
H 2.83453 3.97966 3.11892 0.359
H 1.60910 3.06537 1.13916 0.353
F -0.01947 -6.08714 -4.48825 -0.251
C 0.06294 -4.77320 -4.09588 0.725
F 1.38186 -4.45293 -3.95493 -0.243
F -0.44160 -4.00113 -5.10264 -0.229
S -0.79516 -4.44557 -2.49837 -0.142
N -0.43280 -2.76412 -2.79645 0.078
C -1.42563 -1.83825 -3.23600 0.319
O -2.46007 -2.16690 -3.77932 -0.700
C -0.91223 -0.57296 -2.72153 -0.315
C 0.16595 -0.82796 -1.88129 0.569
C 0.44574 -0.11431 -0.77988 -1.167
C -0.33765 1.00192 -0.49151 1.377
C -1.47631 1.30690 -1.35682 -0.640
C -1.68885 0.54634 -2.50569 -0.535
C 0.42036 -2.26314 -1.80505 0.474
O 1.08517 -2.90448 -1.00152 -0.675
H 1.14171 -0.42281 0.00040 0.447
H -0.54961 -0.08182 1.44463 0.761
H -2.18852 2.13817 -1.15399 0.363
H -2.46527 0.78042 -3.23266 0.411
```

**Net charge**: -1
**Gap between HOMO and LUMO**: 4.74 eV
**E_HOMO**: -2.43 eV

=====

2.
The following is a quantum chemistry calculation of a cluster of 2 separate species, C3H11NO3 in total in a non-equilibrium geometry, from OMol25.

```
18
Properties=species:S:1:pos:R:3:mulliken_charge:R:1
N -0.42993 -1.62716 -0.86854 -0.485
C 0.59979 -0.68133 -0.40018 0.394
C 0.25948 -0.27659 1.08480 -0.621
O 1.04963 0.94983 1.26681 -0.524
C 2.03606 -1.21439 -0.45143 -0.511
O 2.53031 -1.46473 -1.82134 -0.559
H -0.78316 -2.41043 -0.28368 0.160
H -0.89412 -1.49614 -1.72761 0.172
H 0.53809 0.17849 -1.10390 0.201
H 0.54506 -1.00120 1.85185 0.278
H -0.74950 -0.00862 1.09156 0.383
H 1.96535 0.82658 1.20379 0.296
H 2.29717 -2.17583 0.00197 0.254
H 2.67659 -0.32592 -0.15846 0.277
H 1.84824 -1.92096 -2.41443 0.286
O -4.68986 4.22703 0.92699 -0.566
H -4.32198 4.66115 1.57143 0.282
H -4.47719 3.76019 0.23038 0.285
```

**SMILES**: NC(CO)CO.O
**Gap between HOMO and LUMO**: 9.81 eV
**E_HOMO**: -9.04 eV

=====

Q: Which of these has the highest gap between HOMO and LUMO?
A: C3H11NO3

=====

Q: The highest gap between HOMO and LUMO belongs to which entry?
A: C3H11NO3